Record 1
{
  "formula": "C29H40NO2P2SiV",
  "method": "ωB97M-V/def2-TZVPD",
  "energy_ha": -3250.18007,
  "lumo_ev": [-3.98, -3.67],
  "homo_ev": [-9.82, -9.80],
  "spin_multiplicity": 2,
  "e_above_lowest_ev": 0.000,
  "charge": 1,
  "symbols": ["C", "C", "N", "C", "C", "C", "C", "P", "V", "P", "C", "O", "O", "H", "H", "H", "C", "C", "H", "H", "H", "H", "C", "C", "H", "H", "H", "H", "H", "H", "H", "H", "H", "H", "H", "H", "H", "H", "H", "H", "H", "H", "C", "C", "C", "C", "C", "C", "Si", "C", "C", "C", "C", "C", "C", "C", "C", "C", "C", "C", "C", "H", "H", "H", "H", "H", "H", "H", "H", "H", "H", "H", "H", "H", "H", "H"],
  "xyz": [[-0.531, 0.349, -5.450], [-0.518, 0.515, -4.027], [0.022, -0.446, -3.217], [0.681, -1.471, -3.762], [0.769, -1.622, -5.152], [0.122, -0.733, -5.982], [-1.115, 1.653, -3.378], [-0.571, 2.024, -1.619], [-0.163, -0.133, -1.056], [0.722, -2.264, -1.069], [1.326, -2.403, -2.793], [-4.040, 1.114, -2.956], [-3.389, 0.013, -0.529], [-1.085, 1.044, -6.053], [1.353, -2.434, -5.570], [0.174, -0.833, -7.054], [0.761, 3.229, -1.909], [-1.862, 3.035, -0.810], [1.217, -3.441, -3.092], [2.405, -2.229, -2.747], [-3.094, 1.378, -3.192], [-1.338, 2.563, -3.982], [1.980, -3.044, -0.040], [-0.591, -3.534, -1.023], [-2.032, 0.064, -0.588], [-3.722, 0.661, 0.138], [-3.638, 0.327, -1.404], [-4.333, 0.406, -3.571], [1.059, 0.591, -0.234], [-1.267, 0.121, 0.116], [0.332, 4.095, -2.411], [1.228, 3.537, -0.965], [1.493, 2.780, -2.589], [-1.978, 3.957, -1.402], [-2.840, 2.521, -0.830], [-1.552, 3.258, 0.226], [-0.138, -4.510, -1.225], [-1.084, -3.540, -0.040], [-1.328, -3.322, -1.810], [2.180, -4.055, -0.404], [2.915, -2.484, -0.079], [1.666, -3.087, 1.009], [4.679, 0.517, 3.052], [4.547, 0.175, 1.700], [3.290, -0.016, 1.128], [2.175, 0.142, 1.962], [2.309, 0.488, 3.321], [3.572, 0.678, 3.891], [0.431, 0.045, 1.224], [-0.345, -1.465, 2.189], [-1.655, -1.887, 1.938], [-2.209, -2.979, 2.604], [-1.467, -3.660, 3.549], [-0.167, -3.249, 3.801], [0.419, -2.174, 3.127], [-0.284, 1.589, 2.082], [-1.496, 1.562, 2.768], [-1.996, 2.744, 3.326], [-1.317, 3.949, 3.186], [-0.124, 3.970, 2.473], [0.397, 2.799, 1.922], [5.667, 0.647, 3.466], [5.426, 0.055, 1.062], [3.214, -0.252, 0.050], [1.417, 0.610, 3.949], [3.685, 0.921, 4.956], [-2.259, -1.371, 1.184], [-3.229, -3.267, 2.400], [-1.907, -4.482, 4.105], [0.422, -3.747, 4.548], [1.456, -1.893, 3.337], [-2.023, 0.616, 2.903], [-2.915, 2.703, 3.909], [-1.699, 4.865, 3.655], [0.437, 4.901, 2.367], [1.351, 2.813, 1.387]],
  "atomic_forces_ev_per_a": [[0.15, -0.53, 0.89], [-1.18, 1.64, 0.39], [-0.10, 0.47, 0.74], [0.12, -0.42, -1.51], [0.78, -1.16, 1.64], [-0.47, 1.26, -0.24], [0.34, 0.34, 0.85], [-0.79, 2.10, -3.31], [-0.50, -0.29, -2.61], [0.70, -1.92, -0.02], [0.70, -0.61, 0.15], [0.47, -0.54, -0.09], [-0.15, 0.02, 1.37], [0.05, 0.25, -0.13], [-0.10, -0.02, 0.13], [-0.04, -0.20, -0.14], [0.39, -0.07, 0.44], [-0.30, -0.12, -0.06], [0.01, -0.22, -0.23], [0.04, 0.14, -0.10], [-0.71, -0.52, -0.13], [0.12, -0.82, 0.36], [0.61, -0.07, 0.09], [-0.47, 0.26, -0.06], [0.52, -0.15, 1.30], [0.29, -0.61, -0.69], [-0.93, 0.70, -1.40], [0.45, 0.80, 0.39], [0.07, -0.21, 0.06], [-0.44, 0.15, 0.32], [-0.06, 0.06, 0.02], [0.02, 0.00, -0.28], [-0.05, 0.06, 0.28], [0.10, -0.20, 0.30], [0.56, 0.25, 0.08], [-0.23, 0.00, -0.45], [-0.04, 0.15, 0.06], [0.16, -0.04, -0.32], [0.07, -0.09, 0.25], [-0.10, 0.05, 0.04], [-0.06, 0.00, 0.01], [-0.10, 0.03, -0.27], [0.04, -0.11, -0.11], [0.27, -0.02, -0.08], [0.22, 0.31, 0.87], [-0.36, -0.11, -0.90], [0.37, -0.04, 0.09], [-0.32, -0.29, -0.61], [-0.13, -0.15, 3.61], [0.47, 0.46, -0.77], [-0.03, -0.10, -0.12], [-0.12, 0.39, -0.18], [0.05, 0.07, 0.11], [0.54, 0.29, 0.02], [-0.58, -0.25, 0.00], [-0.14, -0.37, -0.93], [0.06, 0.56, 0.12], [-0.28, -0.31, 0.21], [-0.06, 0.04, 0.06], [0.55, 0.22, -0.12], [-0.29, 0.19, 0.24], [0.13, 0.03, -0.03], [-0.11, 0.10, 0.39], [-0.09, 0.19, 0.71], [0.32, -0.04, -0.35], [-0.01, -0.06, -0.60], [0.13, -0.22, 0.34], [-0.13, -0.08, -0.05], [0.12, 0.04, -0.09], [0.10, -0.28, 0.21], [-0.46, -0.14, -0.05], [0.05, 0.26, 0.03], [0.12, 0.08, -0.13], [0.14, -0.45, -0.27], [-0.22, -0.22, 0.03], [-0.23, 0.09, 0.21]],
  "lowdin_charge": [-0.019, -0.348, -0.007, -0.331, -0.038, -0.063, -0.276, 0.808, 0.233, 0.835, -0.257, -0.101, -0.033, 0.112, 0.115, 0.117, -0.226, -0.202, 0.100, 0.109, 0.009, 0.084, -0.215, -0.200, 0.101, 0.127, 0.015, 0.078, 0.002, -0.016, 0.054, 0.040, 0.057, 0.067, 0.036, 0.034, 0.064, 0.040, 0.062, 0.066, 0.041, 0.047, -0.078, -0.082, -0.123, -0.298, -0.105, -0.058, 0.544, -0.267, -0.144, -0.084, -0.075, -0.067, -0.095, -0.299, -0.089, -0.077, -0.082, -0.084, -0.125, 0.101, 0.106, 0.091, 0.119, 0.115, 0.076, 0.107, 0.111, 0.104, 0.100, 0.097, 0.107, 0.114, 0.112, 0.107]
}

Record 2
{
  "formula": "C43H32BiCl4N4O6Sb2",
  "method": "ωB97M-V/def2-TZVPD",
  "energy_ha": -4864.10523,
  "lumo_ev": 1.65,
  "homo_ev": -5.48,
  "spin_multiplicity": 1,
  "e_above_lowest_ev": 1.245,
  "charge": -1,
  "symbols": ["Bi", "Cl", "C", "C", "C", "Cl", "C", "O", "C", "C", "O", "C", "H", "H", "H", "Cl", "C", "C", "C", "Cl", "C", "O", "C", "C", "O", "C", "H", "H", "H", "C", "C", "C", "Sb", "C", "C", "C", "C", "C", "C", "C", "C", "C", "C", "C", "C", "Sb", "C", "C", "C", "C", "C", "C", "C", "C", "C", "C", "C", "C", "H", "H", "H", "H", "H", "H", "H", "H", "H", "H", "H", "H", "H", "H", "H", "H", "H", "H", "H", "H", "H", "H", "H", "H", "H", "H", "O", "N", "O", "N", "C", "N", "C", "N"],
  "xyz": [[1.516, -0.558, 2.139], [-3.462, 2.834, 7.161], [-2.583, 2.185, 5.790], [-2.326, 3.011, 4.687], [-1.678, 2.509, 3.593], [-1.330, 3.569, 2.254], [-1.286, 1.128, 3.471], [-0.838, 0.654, 2.389], [-1.462, 0.371, 4.669], [-0.921, -0.968, 4.818], [-0.208, -1.576, 4.035], [-2.133, 0.897, 5.787], [-2.633, 4.049, 4.704], [-1.180, -1.455, 5.778], [-2.276, 0.268, 6.659], [4.085, 6.696, 2.178], [3.491, 5.068, 2.428], [3.658, 4.460, 3.672], [3.199, 3.184, 3.879], [3.414, 2.452, 5.440], [2.544, 2.431, 2.864], [2.128, 1.238, 3.171], [2.385, 3.087, 1.625], [1.686, 2.502, 0.483], [1.154, 1.415, 0.431], [2.863, 4.388, 1.424], [4.148, 4.990, 4.478], [1.646, 3.148, -0.413], [2.717, 4.856, 0.455], [-0.951, -2.465, 0.608], [-2.419, -2.205, 0.227], [-2.689, -0.752, -0.219], [-2.217, -0.503, -2.320], [-4.227, 0.027, -2.866], [-5.011, -0.924, -3.523], [-6.352, -0.670, -3.803], [-6.919, 0.541, -3.433], [-6.144, 1.498, -2.786], [-4.807, 1.243, -2.503], [-1.454, 1.492, -2.275], [-1.689, 2.385, -1.228], [-1.180, 3.679, -1.277], [-0.420, 4.090, -2.365], [-0.150, 3.199, -3.397], [-0.665, 1.908, -3.349], [0.487, -1.556, -0.755], [3.633, -1.232, -1.220], [4.005, 0.051, -1.611], [4.263, 0.306, -2.953], [4.158, -0.701, -3.904], [3.805, -1.984, -3.498], [3.549, -2.255, -2.163], [0.513, -3.346, -1.973], [0.822, -4.562, -1.362], [0.862, -5.739, -2.100], [0.598, -5.716, -3.465], [0.312, -4.509, -4.088], [0.274, -3.333, -3.346], [-0.721, -3.525, 0.654], [-0.793, -2.038, 1.603], [-3.021, -2.417, 1.115], [-2.740, -2.919, -0.538], [-2.086, -0.070, 0.392], [-3.736, -0.474, -0.113], [-4.577, -1.873, -3.822], [-6.951, -1.420, -4.308], [-7.963, 0.741, -3.646], [-6.583, 2.446, -2.497], [-4.215, 2.000, -2.003], [-2.246, 2.074, -0.348], [-1.371, 4.361, -0.457], [-0.028, 5.100, -2.402], [0.460, 3.508, -4.238], [-0.438, 1.220, -4.156], [4.084, 0.824, -0.861], [4.538, 1.310, -3.256], [4.361, -0.494, -4.949], [3.724, -2.784, -4.225], [3.284, -3.252, -1.840], [1.071, -4.595, -0.307], [1.107, -6.673, -1.609], [0.624, -6.634, -4.040], [0.125, -4.478, -5.156], [0.068, -2.399, -3.854], [2.192, -2.312, 0.293], [3.385, -1.544, 0.148], [3.292, -0.393, 0.920], [4.122, -5.874, 4.424], [4.157, -4.722, 4.285], [4.301, -3.420, 4.138], [3.480, -2.505, 3.873], [2.790, -1.569, 3.684]],
  "atomic_forces_ev_per_a": [[0.09, 0.76, 0.69], [0.10, -0.05, -0.11], [-0.04, 0.07, 0.00], [0.01, 0.10, 0.01], [-0.11, 0.02, -0.02], [-0.04, -0.10, 0.05], [0.03, 0.05, -0.24], [0.19, 0.05, 0.04], [0.02, -0.23, 0.27], [-0.12, 0.19, -0.04], [0.06, -0.08, -0.02], [0.05, -0.09, 0.08], [0.02, -0.03, 0.00], [-0.05, -0.01, 0.00], [0.00, 0.02, -0.04], [-0.07, -0.19, 0.03], [0.08, 0.10, 0.11], [0.07, 0.13, 0.06], [-0.02, -0.09, 0.08], [-0.03, 0.07, -0.19], [-0.03, -0.15, 0.27], [0.06, -0.03, -0.16], [-0.05, -0.01, -0.25], [0.06, 0.15, 0.10], [-0.08, -0.30, 0.08], [-0.04, 0.06, -0.18], [-0.01, -0.03, -0.03], [-0.01, 0.04, 0.05], [0.01, -0.03, 0.06], [0.08, 0.35, 0.15], [0.05, 0.21, -0.03], [0.36, -0.28, 0.12], [-0.24, 0.32, 0.00], [-0.15, -0.16, -0.07], [-0.08, 0.16, 0.04], [0.09, 0.02, 0.03], [0.05, 0.01, 0.02], [0.01, -0.05, -0.02], [-0.08, -0.07, -0.09], [0.12, 0.13, 0.05], [0.06, -0.05, -0.05], [-0.02, -0.05, -0.02], [-0.01, -0.05, -0.02], [-0.06, -0.02, 0.07], [-0.06, 0.09, 0.10], [0.38, -1.03, -0.81], [-0.11, 0.04, 0.07], [0.03, 0.03, -0.11], [-0.03, -0.03, 0.06], [-0.01, -0.01, 0.09], [-0.01, 0.02, 0.00], [0.06, -0.01, -0.03], [0.00, -0.03, -0.01], [-0.03, 0.01, -0.11], [-0.01, 0.05, -0.05], [0.00, 0.04, 0.05], [0.03, -0.01, 0.05], [0.05, -0.01, 0.08], [-0.02, -0.11, 0.03], [-0.01, -0.04, -0.06], [-0.04, -0.03, 0.00], [0.01, 0.02, -0.04], [-0.10, 0.01, -0.06], [-0.07, -0.03, 0.03], [-0.01, 0.02, 0.02], [0.03, 0.03, 0.01], [0.06, -0.01, 0.01], [0.02, -0.03, -0.01], [-0.01, -0.01, 0.00], [0.04, 0.04, -0.07], [0.00, -0.04, -0.06], [0.00, -0.04, 0.00], [-0.01, -0.01, 0.01], [-0.01, 0.00, -0.01], [-0.02, -0.02, -0.02], [0.01, -0.03, 0.01], [-0.02, 0.00, 0.04], [0.00, 0.02, 0.03], [0.00, 0.01, -0.01], [-0.02, 0.00, 0.01], [0.00, 0.01, 0.00], [0.01, 0.03, 0.02], [0.00, 0.00, 0.04], [-0.05, 0.04, 0.01], [-0.35, 0.58, -0.26], [0.08, -0.28, 0.17], [-0.18, -0.10, -0.24], [0.03, 0.30, -0.02], [-0.30, 0.17, -0.09], [0.40, -0.05, 0.03], [-0.24, -0.39, 0.04], [0.13, -0.10, 0.14]],
  "lowdin_charge": [1.911, 0.609, -0.676, -0.136, -0.551, 0.730, -0.418, -0.193, -0.127, -0.208, -0.090, -0.083, 0.101, 0.124, 0.109, 0.627, -0.663, -0.125, -0.562, 0.706, -0.350, -0.269, -0.120, -0.207, -0.122, -0.072, 0.105, 0.125, 0.113, -0.368, -0.362, -0.385, 1.427, -0.392, -0.151, -0.102, -0.102, -0.090, -0.119, -0.407, -0.140, -0.110, -0.102, -0.095, -0.144, 1.454, -0.266, -0.021, -0.086, -0.105, -0.087, -0.049, -0.391, -0.140, -0.086, -0.100, -0.099, -0.162, 0.051, 0.003, 0.104, 0.086, 0.031, 0.055, 0.084, 0.097, 0.097, 0.100, 0.086, 0.087, 0.073, 0.100, 0.098, 0.086, 0.105, 0.098, 0.093, 0.102, 0.110, 0.096, 0.102, 0.096, 0.097, 0.066, -0.483, -0.251, -0.389, 0.069, -0.402, 0.080, -0.325, -0.011]
}

Which formula does entry 1 have?
C29H40NO2P2SiV